(1)
16
Properties=species:S:1:pos:R:3 method="wB97M-V/def2-TZVPD" e_lumo_ev="-5.2984 / -5.2990" e_above_lowest_ev=6.5377 charge=+1 homo_lumo_gap_ha="0.290 / 0.290" homo_ev="-13.18 / -13.18"
Cl 0.22 3.41 -0.97
N -0.52 -0.75 0.59
C -0.20 -0.59 -0.87
C -0.07 1.89 -0.47
C -1.60 0.00 1.15
C 0.68 -0.68 1.45
C 0.51 0.74 -1.19
H 1.56 0.69 -0.88
H 0.43 -1.42 -1.19
H -0.91 -1.71 0.68
H -2.39 0.14 0.39
H 1.05 0.34 1.44
H 0.40 -0.93 2.47
H 1.45 -1.37 1.10
H 0.53 0.86 -2.28
H -1.14 -0.63 -1.43

---

(2)
11
Properties=species:S:1:pos:R:3 method="wB97M-V/def2-TZVPD" e_lumo_ev=-0.2057 e_above_lowest_ev=1.8254 homo_lumo_gap_ha=0.318 smiles="COCC=S" homo_ev=-8.85
S -3.28 -0.01 -0.17
O 0.51 0.57 -0.24
C -1.78 0.56 0.05
C 1.77 -0.07 -0.14
C -0.58 -0.26 0.09
H 2.62 0.69 -0.33
H -0.90 -1.12 -0.61
H -0.57 -0.60 1.11
H -1.67 1.59 0.28
H 1.97 -0.52 0.86
H 1.90 -0.84 -0.90

---

(3)
15
Properties=species:S:1:pos:R:3 method="wB97M-V/def2-TZVPD" e_lumo_ev=0.7927 e_above_lowest_ev=1.1939 homo_lumo_gap_ha=0.408 smiles="C=O.CCC" homo_ev=-10.31
O -1.84 -2.45 0.59
C 1.50 -0.52 0.03
C 0.04 1.56 -0.30
C 1.23 0.91 0.42
C -2.49 -1.74 -0.13
H -0.86 1.13 0.15
H 2.42 -0.90 0.48
H 0.10 1.46 -1.37
H 0.02 2.60 0.01
H 1.04 0.99 1.50
H -2.71 -2.04 -1.17
H 0.63 -1.15 0.27
H -2.87 -0.77 0.24
H 2.10 1.55 0.31
H 1.70 -0.64 -1.03

---

(4)
73
Properties=species:S:1:pos:R:3 method="wB97M-V/def2-TZVPD" e_lumo_ev="1.3525 / 0.9627" s_squared=8.7806 e_above_lowest_ev=0.0000 charge=-1 homo_lumo_gap_ha="0.203 / 0.203" spin_multiplicity=6 homo_ev="-4.16 / -4.56"
Sb 3.09 2.96 3.43
Se 2.18 3.38 5.60
Se 5.16 1.71 3.17
Se -0.61 0.87 3.04
Se 1.33 1.76 1.96
Fe -0.56 -0.04 0.72
S -3.93 0.25 0.95
O -5.02 -0.44 0.30
O -3.53 -0.26 2.24
N -0.37 1.23 -1.05
N -2.62 0.32 0.03
N -2.40 -4.19 2.81
N 2.35 -1.04 -1.29
N 5.63 -3.23 6.41
N -1.39 -2.16 1.21
N 1.17 -1.54 1.20
N 4.43 0.82 -1.32
C 3.97 0.32 -0.18
C 2.47 -1.24 1.10
C -1.51 1.39 -1.79
C 2.93 -0.62 -0.17
C -1.18 -3.70 2.99
C 4.80 -1.65 4.79
C -3.88 1.06 -1.99
C 2.82 -0.53 -2.42
C 0.74 1.77 -1.47
C -2.60 -2.65 1.01
C -1.49 2.06 -3.03
C -3.85 1.70 -3.24
C 3.85 -3.83 4.92
C 0.85 2.48 -2.68
C -5.21 4.56 1.53
C 2.95 -2.23 3.22
C 1.62 -2.61 3.28
C -5.77 2.27 1.04
C 3.88 -2.58 4.32
C -0.27 2.61 -3.46
C -3.47 2.90 1.46
C 5.64 -2.03 5.83
C 3.86 0.38 -2.44
C -2.69 2.21 -3.76
C -6.16 3.59 1.23
C 3.39 -1.56 2.09
C -0.65 -2.70 2.19
C 0.77 -2.25 2.25
C -4.43 1.94 1.15
C -3.10 -3.67 1.81
C -2.73 0.89 -1.23
C 4.74 -4.11 5.94
C -3.87 4.21 1.64
H -4.78 1.81 -3.79
H 3.16 -4.60 4.58
H 4.40 0.69 0.75
H -2.44 2.61 1.57
H 1.80 2.90 -2.97
H 1.25 -3.14 4.15
H 2.35 -0.86 -3.34
H 1.61 1.66 -0.83
H 6.36 -1.32 6.23
H -5.52 5.59 1.67
H 4.85 -0.65 4.39
H -7.21 3.86 1.14
H -4.82 0.68 -1.62
H -2.67 2.72 -4.72
H -0.23 3.14 -4.41
H 4.43 -1.28 1.98
H -6.49 1.50 0.79
H -3.20 -2.20 0.23
H 4.74 -5.09 6.42
H -0.60 -4.13 3.80
H 4.23 0.78 -3.38
H -3.13 4.96 1.89
H -4.09 -4.07 1.63

---

(5)
120
Properties=species:S:1:pos:R:3 method="wB97M-V/def2-TZVPD" e_lumo_ev=0.3401 e_above_lowest_ev=2.1167 homo_lumo_gap_ha=0.329 homo_ev=-8.62
O 5.08 -0.49 0.33
O 4.15 -0.12 2.94
O -1.34 4.16 -0.95
O -0.74 0.55 0.82
O 0.00 -2.57 -3.45
O -5.65 -1.94 -2.98
O 0.11 5.61 3.29
O 1.24 -3.70 0.14
O -4.85 0.01 1.46
O 2.68 1.21 -1.44
O -2.46 -2.52 1.21
O 0.00 -0.78 5.07
O -1.58 0.02 -3.27
N -2.57 -0.78 2.67
N 0.95 4.40 -1.62
N 0.39 -4.72 -1.92
N -0.98 -3.82 -0.57
N 0.51 2.76 -0.55
N -1.25 -2.51 3.21
C 1.11 -1.75 -3.54
C 2.37 -1.47 3.03
C -3.91 0.80 -0.48
C -0.79 0.97 -2.64
C 3.76 -2.04 -0.24
C 5.18 -1.73 0.21
C 4.63 1.12 -2.54
C -0.52 4.92 2.46
C 2.27 0.75 1.84
C 3.07 1.13 -2.58
C 2.42 2.01 -3.72
C -0.24 -0.56 0.19
C -2.04 5.43 2.38
C -3.80 2.19 1.60
C 0.01 3.80 -0.99
C 2.94 -0.04 2.92
C -0.58 3.42 2.61
C -3.57 -2.37 -2.28
C -0.14 0.58 4.64
C 0.30 -4.10 -0.75
C -4.53 -2.34 -3.43
C -4.72 -3.76 -3.99
C -2.16 -1.97 2.40
C -4.60 1.09 0.87
C 5.53 -2.52 1.43
H 5.05 0.11 -2.49
H -3.41 2.93 0.91
H 2.89 -1.94 3.82
H 5.51 -3.59 1.10
H 1.26 0.98 1.95
H 2.97 0.43 -1.00
H -3.93 -4.14 -4.52
H -5.76 -0.09 1.72
H -0.08 2.02 -0.07
H 5.20 1.49 -3.33
H -0.49 -5.14 -2.33
H -3.72 -3.08 -1.52
H 0.44 3.12 2.78
H -0.86 3.04 1.67
H 2.69 0.18 -2.87
H 1.30 -1.60 3.19
H 1.40 2.31 -3.59
H 0.65 -0.31 -0.34
H 1.99 4.17 -1.57
H -1.47 0.19 1.48
H 3.58 -1.77 -1.24
H -2.99 0.27 -0.39
H -3.74 1.71 -1.04
H 0.07 6.55 3.01
H 4.48 0.16 2.11
H -3.38 -0.44 2.06
H -5.65 -3.99 -4.50
H -0.80 1.78 -3.38
H 3.51 -3.10 -0.20
H 1.39 2.38 -0.94
H -2.15 6.47 2.09
H -2.49 -0.34 3.56
H -0.06 5.11 1.49
H -2.48 4.83 1.57
H -1.19 0.64 4.40
H 0.07 1.08 5.51
H 2.60 0.49 3.79
H 0.22 -3.31 -2.91
H 4.98 1.62 -1.63
H -6.10 -1.59 -3.77
H 4.81 -2.35 2.19
H -1.67 -3.93 -1.30
H 6.61 -2.34 1.74
H 0.95 -0.97 5.22
H -4.45 2.74 2.33
H 5.92 -0.09 0.13
H 0.47 0.97 3.87
H 1.31 -5.17 -2.11
H -5.54 1.48 0.65
H -1.30 -3.33 0.24
H 0.61 5.15 -2.20
H -0.86 -1.89 3.91
H -1.18 1.15 -1.65
H -0.98 -1.05 -0.44
H 2.01 -2.18 -3.96
H 2.90 -1.61 0.36
H 2.67 -2.20 2.25
H -4.21 -1.75 -4.25
H 1.37 -1.26 -2.58
H -1.03 -0.75 -3.21
H -0.73 -3.39 2.93
H -4.85 -4.40 -3.14
H -2.54 -2.60 -2.64
H 2.73 1.72 1.73
H 5.70 -1.91 -0.70
H -3.49 -1.41 -1.90
H 0.20 0.70 -2.53
H 2.33 0.32 0.80
H 2.47 1.49 -4.65
H 0.83 -1.00 -4.32
H -1.21 3.06 3.47
H 3.05 2.91 -3.75
H -2.59 5.07 3.28
H 0.06 -1.30 0.87
H -2.90 1.86 2.12
H -4.66 0.27 -1.17

---

(6)
13
Properties=species:S:1:pos:R:3 method="wB97M-V/def2-TZVPD" e_lumo_ev=0.9582 e_above_lowest_ev=0.8619 homo_lumo_gap_ha=0.359 smiles=COCSC homo_ev=-8.81
S -1.59 0.99 0.72
O 1.16 0.71 0.53
C 0.01 0.30 1.30
C 1.68 -0.40 -0.23
C -1.69 0.24 -0.99
H 1.00 -0.72 -1.00
H 1.81 -1.24 0.52
H 0.15 0.67 2.29
H -2.70 0.45 -1.27
H 2.70 -0.14 -0.62
H -1.57 -0.80 -0.89
H 0.01 -0.80 1.28
H -0.97 0.74 -1.63

---

(7)
81
Properties=species:S:1:pos:R:3 method="wB97M-V/def2-TZVPD" e_lumo_ev=-4.1255 e_above_lowest_ev=1.4927 charge=+1 homo_lumo_gap_ha=0.175 homo_ev=-8.88
Sb 0.30 0.85 4.51
Zr 0.28 -0.48 -0.36
Se 0.30 0.08 1.87
Se 2.02 2.50 4.19
Se -1.99 1.51 4.67
Se 0.93 -1.28 5.38
As -0.44 -3.15 -0.60
Cl 1.78 2.69 0.51
Cl 3.85 4.46 1.67
S 2.43 -1.91 0.56
P -0.95 1.94 -1.07
O -2.32 -1.51 1.20
N 3.95 -0.10 1.88
N 3.76 0.39 -0.23
N 1.99 0.05 -1.70
C -2.81 2.10 1.07
C 0.55 -3.51 -2.26
C 2.13 0.52 -4.04
C 3.23 0.48 -1.52
C 3.41 1.05 -3.83
C -3.18 -3.00 2.81
C 3.97 1.02 -2.57
C 0.23 -4.58 0.50
C 4.65 1.32 0.33
C -2.26 1.35 -2.23
C 1.46 0.03 -2.94
C 4.75 1.02 1.63
C -4.29 -2.02 2.44
C 2.22 4.35 1.04
C -1.89 2.91 0.15
C -2.75 -0.06 -1.90
C -3.76 -1.41 1.15
C -0.14 3.29 -2.04
C -1.97 -2.16 2.45
C 3.35 -0.48 0.76
C -0.92 3.84 -3.24
C 3.79 -0.70 3.20
C -2.13 -3.92 -1.14
H 0.06 -3.02 -3.11
H -3.18 -3.28 3.86
H 5.07 2.13 -0.23
H -4.05 -0.36 1.05
H -3.44 -0.06 -1.05
H 3.58 0.09 3.92
H -0.53 -4.84 1.24
H 1.58 -3.19 -2.19
H -1.03 -2.69 2.32
H 5.29 1.50 2.43
H -1.93 4.15 -2.97
H -1.92 -4.93 -1.49
H -4.11 -1.96 0.27
H -3.05 2.67 1.96
H 2.97 -1.41 3.18
H -3.26 -0.51 -2.75
H -2.60 -3.35 -1.94
H 4.97 1.38 -2.39
H 1.69 0.48 -5.02
H 0.47 -0.41 -3.05
H -1.15 3.44 0.75
H -4.39 -1.26 3.22
H 1.52 4.62 1.81
H -3.09 2.05 -2.24
H -1.82 1.35 -3.23
H -3.75 1.86 0.56
H -0.98 3.13 -4.06
H 2.16 4.99 0.16
H 1.15 -4.32 1.02
H -2.80 -3.97 -0.29
H 0.53 -4.59 -2.45
H -0.40 4.73 -3.61
H -3.23 -3.90 2.19
H 0.02 4.09 -1.32
H 0.40 -5.44 -0.15
H 0.84 2.95 -2.36
H -5.26 -2.49 2.29
H -1.83 -1.39 3.22
H -1.93 -0.76 -1.64
H -2.34 1.18 1.41
H 3.97 1.45 -4.66
H 4.71 -1.22 3.48
H -2.47 3.64 -0.42

---

(8)
146
Properties=species:S:1:pos:R:3 method="wB97M-V/def2-TZVPD" e_lumo_ev=0.1838 homo_lumo_gap_ha=0.310 smiles="COCCCCCCC[C@@H](Br)O[C@H](C[C@@H](C)Br)[C@@H](C[C@H](O)CN)O[C@](CC(=O)Cl)([C@@H](Cl)[C@@H](C)Cl)S(=O)(=O)C(F)(F)C(F)(F)C(F)(F)F.CN(C)P(=O)(N(C)C)N(C)C.CN(C)P(=O)(N(C)C)N(C)C" homo_ev=-8.24
Br -2.78 5.99 -3.21
Br 1.34 4.64 1.20
Cl 0.15 3.50 -3.82
Cl 2.58 3.74 -2.15
Cl 1.42 -2.88 -2.52
S -1.09 0.32 -4.37
P -1.40 -3.06 5.60
P 7.18 -0.97 -5.31
F -2.80 -0.77 -1.51
F -1.65 -2.13 -3.44
F -2.97 -1.31 -4.93
F -5.54 -1.06 -3.57
F -4.31 -2.81 -3.09
F -3.78 0.62 -2.85
F -5.12 -1.57 -1.53
O 6.46 0.30 -4.96
O -2.05 -1.72 5.86
O -1.89 1.41 -4.84
O 1.47 1.23 0.62
O -2.46 3.42 -2.07
O -4.07 3.07 5.30
O -1.11 1.43 -2.10
O 2.15 -0.81 -3.89
O -0.27 -0.26 -5.39
N 6.03 -1.82 -6.27
N -1.13 -3.56 7.23
N -0.34 -4.24 5.00
N -2.72 -3.82 4.77
N 8.50 -1.81 -5.94
N 7.44 -1.59 -3.72
N 0.62 -1.20 1.68
C 3.50 1.73 -3.63
C -1.75 3.41 -0.84
C -5.02 2.99 0.80
C -2.29 -1.01 -3.81
C -0.75 2.18 -0.93
C -6.36 2.95 1.55
C 2.30 2.04 -2.72
C 1.05 -4.14 5.42
C -4.61 -1.56 -2.77
C 1.43 -1.16 -3.02
C -0.10 0.94 -2.91
C 6.85 -2.81 -3.22
C -3.34 -0.63 -2.74
C 4.82 -2.34 -5.66
C 9.81 -1.49 -5.39
C 8.47 -2.99 -6.78
C 7.55 -0.60 -2.66
C -6.12 3.16 3.06
C -1.85 -4.63 7.88
C -5.39 1.95 3.64
C -1.04 4.73 -0.53
C -0.58 4.99 0.91
C -5.14 2.14 5.14
C -0.92 1.25 0.28
C -3.97 -4.11 5.46
C -3.45 4.37 -2.24
C -0.81 -2.49 8.17
C 0.93 1.94 -3.51
C 0.21 1.28 1.29
C -0.67 -5.49 4.34
C -2.99 -3.18 3.49
C 5.73 -1.11 -7.51
C -4.25 4.71 -1.00
C 0.08 0.04 2.22
C -2.86 2.46 5.71
C 0.52 -0.30 -2.21
C -5.16 3.51 -0.65
C -1.43 4.38 2.01
H -5.49 4.04 3.14
H 0.26 2.58 -0.93
H -3.46 -2.19 3.61
H 0.25 -1.42 0.77
H 6.65 -0.80 -8.00
H -2.41 4.88 1.96
H -2.74 1.47 5.27
H -1.62 3.32 1.91
H 2.31 1.47 -1.80
H -1.67 5.58 -0.78
H 7.37 -3.14 -2.32
H 1.29 -3.14 5.77
H -2.84 2.39 6.79
H -4.65 1.97 0.75
H -1.33 -4.93 8.78
H -1.04 4.63 2.99
H -2.45 3.12 -0.06
H -5.93 1.02 3.45
H -0.17 4.80 -1.19
H -4.97 2.69 -1.35
H 5.79 -2.69 -2.96
H -4.39 1.85 3.20
H -3.82 -4.83 6.26
H -2.87 -4.32 8.18
H 4.21 -1.55 -5.21
H -4.15 3.94 -2.96
H -4.66 -4.59 4.76
H 1.20 1.60 -4.51
H -6.03 2.61 5.57
H -2.03 3.07 5.34
H -1.92 -5.51 7.25
H 0.20 2.13 1.96
H -6.81 1.97 1.39
H 5.12 -0.22 -7.34
H -6.19 3.80 -0.84
H 1.73 -4.35 4.59
H 9.49 -3.26 -7.05
H -0.64 6.06 1.06
H -4.45 -3.21 5.87
H -0.31 -0.91 -1.85
H 8.02 -3.84 -6.27
H -4.89 5.54 -1.27
H -1.00 0.21 -0.05
H 5.04 -3.09 -4.91
H 3.91 0.75 -3.42
H 0.61 0.26 3.14
H -3.64 -3.81 2.88
H -7.07 3.30 3.56
H 6.95 -3.63 -3.94
H -1.24 -5.34 3.43
H 7.94 -2.83 -7.71
H 9.80 -0.51 -4.90
H -0.98 -0.09 2.44
H -7.06 3.71 1.21
H 6.56 -0.26 -2.29
H 1.07 0.01 -1.32
H 3.24 1.84 -4.68
H 10.57 -1.44 -6.17
H -1.85 1.44 0.82
H -1.24 -6.16 5.00
H 5.20 -1.77 -8.20
H 1.63 -1.17 1.65
H 8.09 0.28 -3.00
H 4.22 -2.85 -6.42
H -2.06 -3.04 2.93
H 0.25 -6.00 4.05
H 1.27 -4.84 6.24
H 4.29 2.46 -3.46
H 2.11 1.72 1.15
H 10.12 -2.23 -4.65
H -0.27 -2.91 9.02
H -1.71 -1.98 8.55
H 8.10 -1.02 -1.82
H -4.91 1.18 5.62
H -3.65 5.05 -0.16
H -4.31 3.60 1.35
H -0.17 -1.75 7.71

---

(9)
16
Properties=species:S:1:pos:R:3 method="wB97M-V/def2-TZVPD" e_lumo_ev="0.5235 / -2.4228" s_squared=2.0133 e_above_lowest_ev=1.3319 homo_lumo_gap_ha="0.228 / 0.222" spin_multiplicity=3 homo_ev="-5.67 / -8.46"
O -4.25 0.11 0.89
N 0.78 0.07 1.21
N -0.33 0.07 0.49
C -1.67 -0.22 -1.51
C -3.16 -0.13 0.44
C 2.13 -0.40 0.98
C -2.89 -0.28 -1.00
C -0.41 0.03 -0.78
H -2.26 -0.42 1.10
H 0.52 -0.22 -1.19
H 2.49 -0.68 1.93
H 0.51 0.13 2.13
H -3.70 -0.55 -1.55
H 2.17 -1.10 0.11
H -1.50 -0.30 -2.55
H 2.72 0.46 0.56